Below is C18H29N3O2S in the gas phase, with properties calculated with ωB97M-V/def2-TZVPD.

Last column: Mulliken charge in e.
CARTESIAN COORDINATES (ANGSTROEM)
C1 0.9829 1.8176 5.0823  -1.240
C2 0.6930 2.5953 3.8128  -0.220
H1 1.2520 3.5377 3.7843  0.277
H2 -0.3732 2.8334 3.7241  0.291
O1 1.0820 1.7958 2.6957  -0.166
C3 0.8848 2.3291 1.4864  -0.321
O2 0.4064 3.4230 1.3264  -0.595
C4 1.3834 1.4071 0.3813  2.144
C5 0.8917 1.8998 -0.9818  -0.852
C6 -0.6199 1.7448 -1.1215  -0.910
N1 -1.0125 0.3632 -0.9138  0.165
C7 -0.6577 -0.0617 0.4258  -0.658
C8 0.8556 -0.0164 0.5987  -1.374
H3 1.1250 -0.3714 1.5938  0.426
H4 1.3084 -0.6748 -0.1445  0.480
H5 -1.0140 -1.0853 0.5692  0.570
H6 -1.1418 0.5770 1.1901  0.236
C9 -2.4232 0.1516 -1.1950  -1.212
C10 -2.7559 -1.2976 -1.2304  0.682
C11 -3.5701 -2.0169 -0.4215  -0.745
N2 -3.6816 -3.3438 -0.6853  -0.535
C12 -2.9494 -3.6902 -1.6928  0.696
N3 -2.8100 -4.9558 -2.1381  0.048
C13 -2.1410 -5.2265 -3.3832  -0.985
H7 -2.7960 -5.0588 -4.2464  0.334
H8 -1.2680 -4.5821 -3.4792  0.343
H9 -1.8150 -6.2664 -3.3871  0.300
C14 -3.7305 -5.9614 -1.6628  -0.998
H10 -4.5417 -6.1286 -2.3791  0.316
H11 -4.1514 -5.6221 -0.7204  0.353
H12 -3.1939 -6.8991 -1.5107  0.313
S1 -2.0493 -2.3549 -2.4281  -0.257
H13 -4.1360 -1.6122 0.3990  0.406
H14 -2.6325 0.5968 -2.1736  0.449
H15 -3.0746 0.6428 -0.4475  0.328
H16 -0.9164 2.0367 -2.1328  0.490
H17 -1.1252 2.4189 -0.4091  0.333
H18 1.1515 2.9498 -1.1119  0.382
H19 1.3796 1.3129 -1.7608  0.452
C15 2.9250 1.4076 0.4593  -1.760
C16 3.5371 2.7729 0.2466  0.004
C17 5.0052 2.8805 -0.0401  -0.656
C18 4.0076 3.1905 -1.1138  -0.682
H20 3.8759 4.2190 -1.4128  0.279
H21 3.9048 2.4873 -1.9260  0.232
H22 5.5610 3.6943 0.3998  0.270
H23 5.5718 1.9652 -0.1237  0.249
H24 3.1074 3.5483 0.8690  0.429
H25 3.2152 1.0288 1.4439  0.324
H26 3.3114 0.7169 -0.2933  0.538
H27 0.6952 2.4088 5.9467  0.411
H28 0.4240 0.8857 5.0861  0.306
H29 2.0430 1.5870 5.1456  0.312

Forces on the atoms, in the same order (eV/Å):
0.0 0.1 -0.5
-0.2 0.4 0.4
-0.1 -0.1 0.0
0.2 0.0 0.0
0.1 -0.3 0.2
-0.1 0.1 -0.3
0.0 0.1 0.0
0.2 -0.2 -0.1
-0.3 0.2 0.3
0.1 0.1 -0.2
-0.1 0.0 0.0
0.3 -0.3 0.0
-0.2 0.1 0.2
0.1 0.0 0.0
0.0 0.0 0.0
0.0 0.1 0.1
-0.1 0.0 0.0
0.0 0.0 -0.1
-0.2 -0.1 0.1
0.3 0.5 -0.4
-0.4 -0.7 0.2
0.4 0.7 -0.3
0.1 -0.4 -0.1
0.0 0.1 0.0
0.0 0.0 0.0
0.1 -0.1 -0.1
0.0 0.0 0.0
-0.1 -0.1 0.1
0.0 0.0 0.0
0.0 -0.1 0.0
0.0 0.0 0.0
-0.4 -0.2 0.4
-0.1 0.2 0.1
0.0 0.1 0.1
0.0 0.0 -0.1
0.0 0.0 0.1
0.0 0.0 -0.1
0.1 0.0 -0.1
0.1 0.0 0.0
-0.1 0.2 0.1
0.0 -0.2 0.1
0.1 0.0 0.1
-0.1 0.1 -0.1
0.0 0.1 0.0
0.0 -0.1 0.0
0.0 0.1 0.0
0.0 -0.1 0.0
0.1 0.1 0.0
0.0 -0.1 -0.1
0.0 -0.1 0.0
0.0 0.0 0.1
-0.1 -0.1 0.1
0.1 0.0 0.1

Results
* 2S+1: 1
* charge: 0
* energy relative to the best compared isomer or geometry (same formula, charge and spin): 13.0 kcal/mol
* HOMO: -7.635 eV
* SMILES: CCOC(=O)C1(CC2CC2)CCN(Cc2cnc(N(C)C)s2)CC1
* orbital gap: 0.3073 hartree
* E_LUMO: 0.73 eV
* calculated total energy: -38537.042 eV